No. 1
Formula: C14H17NO5S
Source: the Open Molecules 2025 dataset
Level of theory: the ωB97M-V functional and the def2-TZVPD basis

Each line ends with the Löwdin charge.
CARTESIAN COORDINATES (ANGSTROEM)
C (-4.2633, -0.5495, 1.4499)  -0.07
H (-5.3100, -0.5384, 1.1506)  0.10
O (-3.5957, 0.2646, 0.5159)  -0.06
C (-2.2555, 0.4212, 0.6342)  -0.20
C (-1.4685, -0.1599, 1.6164)  0.00
C (-0.0950, 0.0454, 1.6309)  -0.06
C (0.4766, 0.8338, 0.6624)  -0.28
C (-0.2870, 1.4529, -0.3132)  -0.01
C (-1.6562, 1.2555, -0.3436)  -0.20
O (-2.5025, 1.7954, -1.2536)  -0.06
C (-1.9651, 2.6513, -2.2349)  -0.07
H (-1.4796, 3.5228, -1.7859)  0.10
H (-2.8140, 2.9776, -2.8333)  0.10
H (-1.2483, 2.1281, -2.8757)  0.10
H (0.2236, 2.0849, -1.0209)  0.11
S (2.2547, 1.0421, 0.6409)  0.65
O (2.6218, 1.9140, -0.4368)  -0.28
O (2.6798, 1.3553, 1.9716)  -0.28
N (2.8758, -0.4655, 0.2939)  -0.13
H (2.5093, -1.1657, 0.9188)  0.10
C (2.9560, -0.8828, -1.0841)  -0.22
H (3.4452, -1.8593, -1.1055)  0.13
H (3.5944, -0.1523, -1.5847)  0.12
C (1.6167, -0.9454, -1.8327)  -0.10
C (0.5741, -1.7624, -1.1407)  -0.28
C (-0.7617, -1.8856, -1.3882)  -0.02
C (-1.2639, -2.7992, -0.4295)  -0.06
C (-0.2006, -3.1619, 0.3322)  -0.12
O (0.9173, -2.5409, -0.0911)  0.02
H (-0.1025, -3.8271, 1.1666)  0.12
H (-2.2749, -3.1380, -0.3334)  0.10
H (-1.3202, -1.3912, -2.1556)  0.12
H (1.2366, 0.0691, -1.9653)  0.10
H (1.8021, -1.3604, -2.8283)  0.13
H (0.5228, -0.3940, 2.3972)  0.12
H (-1.9129, -0.7824, 2.3754)  0.11
H (-3.8894, -1.5781, 1.4265)  0.09
H (-4.1737, -0.1533, 2.4662)  0.10

Forces on the atoms, in the same order (eV/Å):
-0.1 -0.1 0.2
0.1 0.0 0.1
0.3 0.2 -0.2
0.1 0.2 -0.1
-0.1 0.1 -0.1
0.0 0.0 0.0
0.6 0.1 0.0
-0.3 0.2 -0.2
0.0 -0.1 0.2
-0.1 -0.2 0.3
0.1 0.1 -0.1
0.0 0.0 0.0
0.1 0.0 0.0
0.0 0.0 0.0
-0.1 0.1 -0.2
0.2 -0.4 0.4
-0.2 -0.2 -0.3
-0.3 -0.2 0.1
-0.2 0.9 0.5
0.0 -0.1 0.2
-0.1 0.1 -0.7
0.0 0.1 0.0
0.0 -0.2 -0.1
0.3 -0.3 0.2
-0.7 0.4 -0.7
0.6 0.1 0.1
0.4 -0.3 0.3
-0.9 -0.3 0.0
0.5 0.0 0.0
0.1 -0.1 0.1
-0.2 -0.1 0.1
-0.1 0.2 -0.2
0.0 -0.1 -0.1
0.0 0.1 0.0
0.0 -0.1 0.2
-0.1 -0.1 0.0
0.0 0.0 0.0
0.0 0.0 0.0

- Kohn-Sham gap (eV) = 9.08
- energy above the lowest of the compared OMol25 structures with the same formula, charge and spin (kcal per mole) = 81.64
- SMILES = COc1ccc(S(=O)(=O)NCCc2ccco2)cc1OC



No. 2
Formula: C14H17O2RhS5Si2
Source: the Open Molecules 2025 dataset
Level of theory: the ωB97M-V functional and the def2-TZVPD basis

Each line ends with the Mulliken spin population.
CARTESIAN COORDINATES (ANGSTROEM)
Rh (-0.1739, -0.0313, -0.0087)  1.61
C (3.1276, 1.5402, -0.7300)  0.00
Si (2.1947, 0.0564, 0.0531)  0.00
C (3.0596, -1.4571, -0.7572)  0.04
C (2.8052, 0.0385, 1.8730)  0.02
C (4.1524, 0.0189, 2.2352)  0.00
C (4.5379, -0.0077, 3.5687)  0.00
C (3.5680, -0.0149, 4.5640)  0.00
C (2.2250, 0.0078, 4.2127)  0.00
C (1.8289, 0.0333, 2.8753)  -0.02
Si (-0.0106, 0.0606, 2.3316)  0.01
C (-0.7662, 1.5670, 3.2265)  -0.03
C (-0.7987, -1.4722, 3.1607)  0.02
H (4.2062, 1.4419, -0.5771)  0.00
H (2.7960, 2.4795, -0.2827)  0.00
H (2.9368, 1.5973, -1.8053)  0.00
H (4.1381, -1.4211, -0.5773)  0.00
H (2.8871, -1.4620, -1.8362)  0.00
H (2.6652, -2.3900, -0.3505)  0.00
H (4.9163, 0.0258, 1.4615)  0.00
H (5.5899, -0.0214, 3.8351)  0.00
H (3.8607, -0.0383, 5.6085)  0.00
H (1.4706, 0.0039, 4.9956)  0.00
H (-0.5956, 1.4912, 4.3047)  0.00
H (-1.8418, 1.6180, 3.0500)  0.02
H (-0.3198, 2.4977, 2.8693)  0.01
H (-0.7022, -1.4081, 4.2489)  0.00
H (-0.3106, -2.3879, 2.8201)  0.01
H (-1.8592, -1.5368, 2.9087)  0.00
S (-5.1286, 5.5100, -0.0229)  0.33
C (-4.0508, 4.2164, -0.1781)  0.60
S (-2.3091, 4.4985, -0.4701)  0.12
C (-1.8440, 2.8190, -0.3379)  0.16
C (-2.7828, 1.9654, 0.2321)  0.15
S (-2.5446, 0.3072, 0.5184)  0.34
S (-4.2917, 2.6972, 0.7345)  0.10
S (-0.2795, 2.3634, -0.8306)  0.40
O (-2.3042, -3.4317, -1.0220)  0.02
C (-1.1485, -3.1126, -0.7673)  0.01
O (-0.5468, -2.0055, -0.9406)  0.05
H (-0.4959, -3.8990, -0.2874)  0.00

Forces on the atoms, in the same order (eV/Å):
-0.7 -0.2 -0.7
-0.4 -0.2 0.1
1.0 0.2 0.6
-0.4 0.1 0.0
0.0 0.0 -0.3
0.1 0.0 0.1
0.0 0.0 -0.1
-0.1 0.0 0.0
0.1 0.0 0.1
-0.3 0.0 -0.1
0.2 0.0 0.4
0.1 -0.2 -0.3
0.1 0.2 -0.3
0.0 -0.1 0.0
0.0 0.0 0.0
0.0 0.0 0.0
0.0 0.1 0.0
0.0 0.0 0.0
0.0 0.0 0.0
0.0 0.0 0.0
0.0 0.0 0.0
0.0 0.0 0.0
0.0 0.0 0.0
0.1 0.0 0.0
0.0 0.0 0.0
0.0 0.0 0.0
0.0 0.0 0.0
0.0 0.0 0.0
0.0 0.0 0.0
0.0 -0.1 -0.1
0.0 0.1 0.2
-0.2 -0.4 0.1
0.4 0.5 -0.3
-0.5 -0.4 0.3
0.1 0.1 0.0
0.3 0.1 -0.2
0.0 -0.4 0.2
0.1 0.2 -0.1
-0.1 -0.5 0.5
0.1 0.6 0.0
-0.1 0.2 -0.2

- Kohn-Sham gap (spin up / spin down) (eV) = 4.59 / 5.72
- net charge = -2
- <S²> = 6.02
- energy above the lowest of the compared OMol25 structures with the same formula, charge and spin (kcal per mole) = 10.51
- multiplicity = 5



No. 3
Formula: C14H17O2S
Source: the Open Molecules 2025 dataset
Level of theory: the ωB97M-V functional and the def2-TZVPD basis

Each line ends with the Mulliken spin population.
CARTESIAN COORDINATES (ANGSTROEM)
C (0.8439, -1.0136, 0.7327)  -0.22
C (-0.2939, -1.7032, 0.4066)  0.40
S (-0.8950, -1.8083, -1.2929)  0.00
O (-0.5481, -0.5786, -1.9713)  0.01
O (-0.5555, -3.1051, -1.8069)  0.01
C (-2.7071, -1.9015, -1.0957)  0.00
C (-3.3305, -3.1415, -1.0610)  0.01
C (-4.7162, -3.2045, -0.9021)  0.00
C (-5.4612, -2.0287, -0.8074)  0.00
C (-4.8199, -0.7863, -0.8745)  0.00
C (-3.4362, -0.7205, -1.0328)  0.00
H (1.2338, -1.1827, 1.7473)  0.01
H (1.5039, -0.7302, -0.0650)  0.05
H (-0.9994, -2.2272, 1.0723)  0.01
H (-2.7527, -4.0503, -1.1465)  0.00
H (-5.2084, -4.1737, -0.8605)  0.00
H (-6.5529, -2.0776, -0.6948)  0.00
H (-5.3951, 0.1336, -0.8123)  0.00
H (-2.9213, 0.2285, -1.0997)  0.00
C (1.4510, 1.0574, 0.8639)  0.67
C (2.9252, 1.3183, 1.1822)  -0.05
C (3.1202, 2.7406, 1.7763)  0.03
C (3.8016, 3.6148, 0.6721)  0.01
C (4.2194, 2.6064, -0.3633)  -0.01
C (3.7871, 1.3598, -0.0655)  0.03
H (1.1865, 1.3078, -0.2910)  0.00
H (0.8752, 1.5884, 1.6990)  0.02
H (3.2895, 0.6205, 1.9333)  0.02
H (2.1565, 3.1734, 2.0271)  0.01
H (3.7562, 2.7431, 2.6789)  0.00
H (3.0755, 4.3424, 0.2621)  0.00
H (4.6300, 4.1938, 1.1052)  0.00
H (4.7761, 2.9468, -1.2450)  0.00
H (3.9618, 0.4579, -0.6706)  0.00

Forces on the atoms, in the same order (eV/Å):
0.0 -1.2 0.5
-0.8 0.5 -0.5
-0.8 0.3 1.1
0.0 -0.5 0.1
0.5 -0.1 -0.3
0.6 0.4 -0.2
-0.3 0.0 0.2
0.1 0.2 -0.1
-0.1 0.1 0.0
0.0 -0.2 -0.1
-0.3 -0.2 0.2
0.0 0.1 -0.6
0.3 -0.6 -0.2
0.7 0.4 -0.1
0.1 0.0 0.0
0.1 0.2 0.0
0.6 0.0 0.0
0.1 -0.2 0.0
0.0 0.0 0.0
-0.9 2.7 -1.1
0.2 -0.1 -0.3
0.3 0.7 -0.2
-0.6 -0.1 0.5
-0.2 -0.8 0.2
0.6 0.7 -0.5
0.2 -0.4 3.1
0.0 -1.1 -1.6
0.0 -0.5 0.0
0.0 0.1 0.3
-0.4 -0.2 -0.4
0.4 -0.2 0.0
-0.1 -0.2 -0.3
-0.2 -0.5 0.3
-0.1 0.5 0.2

- Kohn-Sham gap (spin up / spin down) (eV) = 8.48 / 8.68
- <S²> = 0.79
- multiplicity = 2



No. 4
Formula: C14H18AuClMg
Source: the Open Molecules 2025 dataset
Level of theory: the ωB97M-V functional and the def2-TZVPD basis

Each line ends with the Mulliken spin population.
CARTESIAN COORDINATES (ANGSTROEM)
Au (0.6756, -1.0796, -4.1120)  0.39
Cl (1.2733, -1.9459, -1.6251)  0.15
C (1.9005, 0.4960, -3.5592)  0.42
C (-1.1356, -1.8734, -4.7526)  0.09
H (2.0344, 1.1369, -4.4435)  0.01
H (1.4834, 1.0821, -2.7116)  -0.02
H (2.8354, 0.0032, -3.2232)  0.00
H (-1.3121, -1.5013, -5.7604)  0.00
H (-1.9755, -1.6043, -4.0890)  -0.01
H (-0.9761, -2.9610, -4.7139)  0.01
Mg (-1.0982, -0.3651, -0.8189)  -0.05
C (-2.3288, -1.7342, 0.2008)  0.00
C (-1.9539, 1.0516, -2.1072)  1.00
H (-3.4127, -1.5848, 0.0176)  0.00
H (-2.0910, -2.7684, -0.0877)  0.00
H (-2.1612, -1.6252, 1.2799)  0.00
H (-2.4851, 0.6665, -3.0060)  0.03
H (-1.2211, 1.7047, -2.6592)  0.01
C (1.7677, -0.6018, 4.4254)  0.00
C (1.7123, -1.4718, 3.3161)  0.00
C (1.1949, -1.0161, 2.1046)  0.00
C (0.6349, 0.2900, 1.9745)  -0.01
C (-0.0642, 0.7090, 0.8437)  0.01
C (-0.5140, 1.9898, 0.7148)  -0.03
C (-0.3997, 2.9137, 1.8204)  -0.01
C (0.2085, 2.5034, 2.9903)  0.00
C (0.7372, 1.1920, 3.1191)  0.00
C (1.3159, 0.7049, 4.3066)  0.00
H (2.1765, -0.9465, 5.3717)  0.00
H (2.0805, -2.4940, 3.4326)  0.00
H (1.2117, -1.6708, 1.2312)  0.00
H (-0.9917, 2.3128, -0.2089)  0.02
H (-0.8037, 3.9253, 1.7323)  0.00
H (0.2979, 3.1670, 3.8543)  0.00
H (1.3841, 1.3954, 5.1423)  0.00

Forces on the atoms, in the same order (eV/Å):
-0.1 0.2 1.1
-0.1 0.1 -0.2
0.8 0.5 0.5
-0.4 -0.2 -0.2
0.0 -0.2 0.2
0.1 -0.5 -0.6
-0.4 0.4 -0.3
-0.4 -0.4 -0.2
0.5 0.0 -0.2
-0.3 0.1 -0.3
0.6 -0.2 0.9
-0.7 -0.5 -0.1
0.8 0.0 -1.9
0.3 -0.1 0.0
-0.1 -0.1 0.2
0.0 -0.1 0.0
-0.5 0.1 0.4
-0.3 0.2 0.6
-0.3 0.7 -0.2
-0.2 0.4 -0.6
0.2 -0.3 0.6
0.3 0.6 2.1
-0.1 -0.8 -2.5
0.2 1.3 1.7
0.3 -0.6 -0.3
-0.1 0.3 -0.1
0.0 -1.0 -1.1
0.3 -0.4 0.3
0.0 0.0 -0.1
-0.1 0.3 -0.2
-0.2 0.2 0.1
-0.1 0.0 0.2
0.1 -0.1 0.1
-0.1 0.0 -0.2
0.0 -0.1 0.2

- Kohn-Sham gap (spin up / spin down) (eV) = 6.09 / 5.19
- net charge = -2
- <S²> = 2.01
- energy above the lowest of the compared OMol25 structures with the same formula, charge and spin (kcal per mole) = 0.21
- multiplicity = 3



F_max across the listed records, respectively: 1.1, 1.1, 3.1, 2.7 eV/Å.